1.
92
Properties=species:S:1:pos:R:3:forces:R:3 method="wB97M-V/def2-TZVPD" energy_ha=-8973.63323 relative_energy_ev=0.719 max_force_ev_per_a=1.9 total_charge=+2
I -0.045308 -2.693861 2.609189 0.3 0.4 0.5
Se 1.712692 0.361739 -1.013611 -0.2 -0.2 0.1
Se 0.735092 -3.062561 -1.731411 0.5 0.1 -0.1
Ti -0.334008 0.030039 0.279589 0.7 1.7 0.4
S -1.791208 -2.867861 -0.179211 -0.7 -0.9 0.1
P 2.338592 -1.782161 -1.165711 0.3 -0.9 0.0
Si -0.371608 3.227039 -0.606311 0.4 0.7 -0.2
Si -2.515208 1.967739 1.406789 -0.5 -0.1 1.3
Si -2.502508 1.304039 -1.760911 -0.4 -0.7 -0.7
O -1.484608 -1.333561 -0.081311 -0.5 0.1 -0.1
O 1.013492 2.785339 0.230589 -0.5 0.2 0.1
N 0.802092 0.127439 2.350989 -0.4 -0.1 -0.4
C 5.850792 -2.222361 -4.076611 0.0 0.1 0.0
C 4.286392 -1.528961 2.420389 0.0 0.1 0.0
C 3.619192 -3.823461 2.137089 0.1 0.0 0.0
C -3.305408 -3.144961 0.825089 0.0 0.2 -0.1
C -1.328108 0.313939 -2.922111 -0.4 0.4 0.5
C -3.965908 3.144639 1.046489 0.6 -0.4 -0.1
C -0.974708 4.914239 0.043289 0.0 -0.9 -0.1
C 4.345892 -0.793661 -2.869711 -0.1 0.1 0.2
C 3.685792 -1.204461 1.217589 0.1 0.1 -0.1
C -1.447308 1.691939 -0.180711 0.4 -0.6 0.0
C -4.028808 0.232539 -1.332111 0.7 0.4 0.0
C 4.256692 -2.839261 2.875689 0.0 0.1 0.0
C -3.181108 0.297139 2.101789 0.4 0.5 -0.6
C 0.902192 -0.898361 3.200489 -0.4 -0.7 -0.1
C 3.036692 -2.190461 0.481589 -0.2 0.2 -0.4
C -1.486508 2.570239 2.919389 -0.3 -0.1 -0.7
C 2.134192 1.398839 3.898989 -0.1 -0.2 -0.1
C 3.742792 -1.916961 -2.321411 -0.5 0.4 0.2
C 3.000992 -3.501161 0.941389 0.0 0.0 -0.1
C 1.420492 1.261439 2.720289 0.4 0.5 0.0
C -3.200008 2.855039 -2.621211 0.4 -0.4 0.4
C 0.170592 3.490939 -2.422911 -0.3 -0.4 0.7
C 4.182392 -3.194661 -2.653111 -0.1 0.0 0.1
C 1.566792 -0.853361 4.415789 -0.1 0.0 -0.1
C -4.500008 -3.227761 -0.109611 -0.1 0.0 -0.1
C 2.202992 0.324839 4.776589 -0.2 0.0 -0.3
C 5.243092 -3.342761 -3.528011 0.0 0.0 0.1
C -2.690308 -3.120661 -1.749011 0.2 -0.1 -0.2
C 2.146592 3.637239 0.242489 0.2 0.1 0.0
C 5.401492 -0.951061 -3.750411 0.1 0.0 -0.1
C -3.979508 -3.846561 -1.400211 -0.2 0.0 0.3
H -4.704808 -3.756861 -2.208311 0.1 0.0 -0.1
H 4.788592 -0.758661 2.989589 0.1 0.0 0.0
H 1.331092 2.088139 2.028189 0.0 -0.2 0.1
H -4.911408 -2.238661 -0.307811 0.0 0.0 0.1
H -2.127408 3.111039 3.609389 -0.3 0.1 0.0
H 3.744892 -0.188761 0.836489 0.0 -0.1 0.1
H -1.063508 1.744139 3.491189 0.0 -0.1 -0.1
H -4.574508 3.310739 1.929389 0.0 -0.1 0.3
H -0.679408 3.238039 2.645789 0.2 0.2 0.0
H -4.798008 0.815439 -0.835511 -0.1 0.1 0.1
H -3.757508 -0.589461 -0.681211 0.0 -0.1 0.1
H 5.863992 -0.074761 -4.180411 0.1 0.0 -0.1
H 4.750792 -3.090361 3.800689 0.0 -0.1 0.1
H -0.646708 3.420739 -3.129911 -0.2 0.0 -0.1
H 3.990492 0.196739 -2.604311 0.1 0.0 -0.1
H 2.998092 3.081439 0.634189 0.0 0.0 0.0
H -3.386808 -2.385261 1.595889 0.1 0.0 0.1
H 6.672492 -2.339961 -4.765111 0.1 0.0 -0.1
H -1.792308 5.291739 -0.561111 -0.2 0.1 -0.1
H 5.588592 -4.333961 -3.781411 0.0 0.0 0.0
H -3.611108 0.450139 3.089089 0.1 0.2 0.2
H 3.609892 -4.842261 2.489889 0.0 -0.1 0.0
H -2.904408 2.902739 -3.664211 0.2 -0.1 -0.2
H 2.378992 3.975239 -0.764711 0.2 0.0 -0.1
H 0.595292 4.486339 -2.542811 0.0 0.1 0.2
H -4.620408 2.760339 0.272189 -0.1 -0.1 -0.2
H -5.282408 -3.843661 0.332389 0.0 0.1 0.0
H 2.607992 2.342439 4.121289 0.0 0.1 0.0
H -3.616508 4.112439 0.707689 0.1 0.2 0.0
H -3.963208 -0.123761 1.481189 -0.1 -0.2 -0.2
H -0.173308 5.646039 -0.025811 0.2 0.0 -0.1
H -4.488408 -0.174861 -2.228211 0.0 0.0 -0.3
H 1.570992 -1.716561 5.064489 0.0 0.0 0.0
H -1.306208 4.889239 1.076089 -0.1 0.0 0.2
H -0.402708 0.859539 -3.100211 0.0 0.0 0.0
H -2.037808 -3.712861 -2.389011 0.1 0.2 0.0
H -1.054008 -0.665961 -2.514911 0.0 0.1 -0.1
H -4.284908 2.852039 -2.605311 -0.2 -0.1 0.1
H 2.495192 -4.262661 0.364289 -0.1 0.0 0.0
H -2.872308 3.770939 -2.146711 0.0 0.3 0.1
H 0.938792 2.775739 -2.720111 0.0 -0.1 0.0
H -1.782408 0.140039 -3.895411 -0.2 0.0 -0.1
H 2.721892 0.395039 5.721789 0.1 0.0 0.0
H -2.858508 -2.140761 -2.191111 0.1 0.1 0.0
H 3.690692 -4.062961 -2.236511 0.0 -0.1 0.0
H -3.783008 -4.906461 -1.239311 0.0 -0.1 -0.1
H 1.963392 4.509339 0.868589 0.0 0.1 0.1
H -2.376508 -0.441261 2.211289 -0.1 0.0 0.1
H -3.107508 -4.110561 1.292489 0.1 0.0 0.1

***

2.
88
Properties=species:S:1:pos:R:3:forces:R:3 method="wB97M-V/def2-TZVPD" energy_ha=-3108.42990 max_force_ev_per_a=5.1 total_charge=+2
Sn 1.178604 0.178083 -2.751913 -3.4 2.7 2.8
S -2.383874 -2.465659 5.101486 -0.9 0.2 0.8
S -1.249662 -0.445234 1.671983 1.3 0.2 -1.4
P -2.586322 -1.056458 -1.761198 1.0 0.6 -0.2
P 0.892981 -1.713922 1.875748 -1.3 -1.6 3.8
O -1.187899 -2.617209 5.896531 -0.5 0.1 -1.0
O -3.433208 -3.444525 5.206014 0.9 0.8 -0.5
N -1.971929 -2.186971 3.495301 0.4 1.1 -0.8
C 3.489915 0.191384 -4.768854 0.6 0.4 0.3
C 1.435838 -1.991557 -5.085561 -0.1 -0.6 -0.3
C -2.070314 -0.925325 3.110481 0.1 -3.1 1.7
C -3.716878 1.843953 5.186466 0.1 -0.4 -0.1
C 2.005383 0.508323 -4.816400 -0.4 -1.8 -2.3
C -3.160444 1.264134 4.036244 0.0 -0.3 0.1
C 3.147277 2.117410 1.344769 0.4 -0.2 0.3
C -3.506247 -0.252814 6.407344 0.1 -0.2 -0.6
C 3.019150 -0.973332 -2.468400 0.3 -2.8 0.0
C 1.898963 2.569175 0.697931 -1.7 0.1 1.6
C -2.542548 -2.583754 -2.765637 0.0 -0.1 0.3
C -0.299687 3.136434 0.336076 0.4 0.1 0.0
C -4.138863 -1.216350 -0.831546 0.1 -0.1 0.1
C 0.131985 -3.346225 2.087603 -0.3 -0.2 -0.8
C 0.640794 2.765516 1.327626 1.3 -0.7 -0.2
C 1.754602 2.906364 -0.679154 -2.5 0.6 -1.5
C 1.038971 -0.533615 -4.958571 1.6 1.0 -1.5
C -1.732876 3.432867 0.545260 -0.3 -0.1 0.1
C -2.781362 -0.083720 4.075230 -0.3 0.9 0.8
C 0.350767 2.616507 2.774684 -0.1 0.0 0.3
C -3.062954 0.137463 -3.081707 0.0 -0.1 0.1
C 2.606632 -2.299073 1.450063 0.8 1.2 -1.6
C -0.203566 3.617882 -2.210584 -0.3 0.4 -0.4
C 3.962111 -0.774931 -3.637473 0.5 0.1 -0.2
C 1.749179 -2.776891 -3.781344 -0.7 -0.5 -0.6
C -2.994981 -0.818369 5.245305 -0.3 0.7 0.9
C 2.853474 2.909610 -1.675421 0.2 0.2 -0.1
C -3.872339 1.090825 6.363224 -0.1 0.4 0.0
C 1.964777 -1.948914 -2.553695 2.2 -0.2 0.3
C 1.264378 -1.421511 3.672372 0.1 0.7 -0.3
C 0.387434 3.231608 -0.911541 2.5 -0.5 -0.2
H 0.047516 -0.279447 -5.360589 0.3 0.1 0.6
H 2.234258 -0.911934 3.758033 -0.4 0.0 0.1
H -0.836396 -3.259194 2.615813 0.8 -0.1 -0.6
H -4.553930 -0.205738 -0.702082 -0.1 -0.4 0.0
H 4.881836 -0.344775 -3.221249 -0.1 -0.2 -0.2
H -0.159463 3.510166 3.160432 0.2 -0.2 0.1
H -2.103235 2.936310 1.450188 0.1 0.2 -0.1
H 2.695256 -2.605750 0.400257 0.0 0.1 0.3
H -3.585518 0.986474 -2.618266 0.2 -0.1 -0.3
H 3.789795 1.570093 0.640036 -0.1 0.2 0.2
H -2.327733 -3.424763 -2.095886 -0.1 0.0 -0.3
H -4.278254 1.565131 7.263872 0.2 -0.2 -0.4
H -1.294264 3.501417 -2.194594 0.2 0.0 -0.1
H 2.285014 -2.117634 -5.780054 -0.2 0.4 0.2
H -3.049573 1.819387 3.105559 0.0 0.1 0.3
H -3.590608 -0.867362 7.299099 -0.1 0.2 0.0
H 1.275076 2.471905 3.341570 -0.2 0.1 0.0
H 1.343017 -2.417229 4.126144 0.0 0.3 -0.1
H -3.888730 -1.640996 0.152424 -0.4 0.0 -0.3
H 1.734443 1.535978 -5.105331 -0.1 -0.5 0.4
H -4.816590 -1.869532 -1.393689 -0.2 0.2 0.4
H 4.037160 1.142484 -4.662884 -0.3 -0.3 0.0
H 2.927162 1.449080 2.191296 0.2 0.3 -0.2
H 3.855229 -0.242905 -5.715044 -0.5 0.2 0.0
H 3.359356 -1.524838 1.669664 -0.4 -0.2 -0.2
H -1.906901 4.513707 0.662786 0.0 -0.2 0.0
H 2.469451 3.032092 -2.693105 0.1 0.1 0.1
H 3.728994 2.970102 1.734088 -0.1 -0.3 -0.1
H 0.190853 3.015893 -3.043312 -0.1 0.2 0.1
H 3.437786 1.979149 -1.640969 0.0 0.1 0.0
H 4.248437 -1.747033 -4.092690 -0.3 0.4 0.4
H 0.004451 4.675456 -2.439656 -0.1 -0.3 -0.1
H -4.024944 2.887960 5.168588 0.1 -0.3 0.0
H -2.152993 0.495183 -3.592812 -0.4 0.0 0.1
H 0.822926 -3.919897 2.706382 0.0 -0.1 -0.2
H 0.488533 -0.858455 4.202581 0.2 -0.1 -0.2
H 0.597316 -2.516638 -5.566652 0.3 0.3 0.1
H -3.517630 -2.707005 -3.248720 0.2 -0.3 -0.1
H 3.391758 -0.721617 -1.463848 -0.3 0.1 -0.4
H -2.336757 3.090565 -0.304438 0.1 0.1 0.2
H 2.636235 -3.402240 -3.987681 -0.2 0.1 0.3
H -0.302437 1.750460 2.957383 0.1 0.2 0.2
H 1.540464 -2.368962 -1.633415 0.0 0.5 -0.2
H -3.729104 -0.362537 -3.800031 0.1 0.3 0.1
H -1.741659 -2.509069 -3.514044 -0.2 -0.1 0.1
H 0.906271 -3.475058 -3.609623 0.5 0.4 0.1
H 2.834285 -3.170955 2.079847 -0.6 0.3 0.0
H 3.558386 3.733496 -1.480949 -0.1 -0.2 -0.1
H -0.001808 -3.802100 1.106825 0.0 -0.3 0.0